(1)
Computed, not measured: C43H68BEuN8O2S2 as an isolated structure in a non-equilibrium geometry, with wB97M-V/def2-TZVPD.

```
125
Properties=species:S:1:pos:R:3:mulliken_spin:R:1
Eu -1.2411 1.3330 0.2229 6.9423
C -1.5226 2.7078 -2.9441 0.0130
N -2.1594 3.1503 -1.6538 -0.0185
C -1.6429 4.4378 -1.1932 0.0218
C -2.2015 4.9033 0.1613 -0.0030
N -1.7459 4.1426 1.3197 0.0082
C -0.6803 4.8340 1.9610 0.0049
C -2.7912 3.7825 2.3106 0.0119
C -3.9286 4.5423 2.5398 -0.0021
C -4.9266 4.2172 3.4416 -0.0002
C -4.7448 3.0929 4.2248 0.0001
C -3.5932 2.3210 3.9758 0.0065
C -2.6263 2.6199 3.1107 -0.0093
S -1.1227 1.6728 3.0680 -0.0100
C -3.5824 3.2033 -1.9096 0.0258
C -4.0267 4.1905 -2.7994 -0.0012
C -5.3441 4.4139 -3.0043 0.0003
C -6.2990 3.6036 -2.3477 -0.0002
C -5.8869 2.6352 -1.4870 -0.0007
C -4.5222 2.3398 -1.3281 -0.0125
S -4.2341 1.0527 -0.2110 -0.0057
H -1.3608 3.5250 -3.6651 0.0006
H -2.1023 1.8475 -3.3016 -0.0004
H -0.4707 2.4038 -2.7067 0.0009
H -1.8676 5.1898 -1.9730 -0.0019
H -0.5371 4.3054 -1.1829 -0.0094
H -3.2912 4.8689 0.1145 -0.0018
H -1.9893 5.9253 0.2475 -0.0009
H -0.2293 4.2022 2.6676 -0.0015
H 0.0825 5.1384 1.2186 -0.0007
H -1.0274 5.7421 2.5037 -0.0006
H -3.9853 5.4870 2.0076 0.0000
H -5.7206 4.8999 3.4871 -0.0001
H -5.3792 2.6599 4.9688 0.0000
H -3.4155 1.4257 4.5681 0.0001
H -3.2854 4.7406 -3.3571 -0.0002
H -5.6991 5.0783 -3.8221 0.0000
H -7.3333 3.9156 -2.4284 0.0000
H -6.6552 1.9972 -0.9487 0.0002
C 1.3372 -1.2579 -5.5160 0.0000
C 0.2497 -0.9893 -4.4113 -0.0001
C -1.1934 -1.2008 -4.8782 0.0002
C 0.6863 -1.7671 -3.1778 -0.0003
C 0.5580 -3.1390 -3.0531 0.0003
C 1.0385 -3.4216 -1.7887 -0.0004
C 1.0816 -4.7380 -1.0730 0.0016
C 2.1687 -5.6686 -1.6052 0.0000
C -0.2687 -5.4503 -1.1389 0.0000
N 1.4534 -2.2519 -1.2059 -0.0008
N 1.2061 -1.2253 -2.0855 0.0021
B 2.1098 -2.0929 0.2243 -0.0013
N 0.9718 -2.0276 1.2619 -0.0020
N -0.2651 -1.6462 0.7826 0.0082
C -1.1505 -1.8212 1.7421 -0.0011
C -0.4612 -2.3305 2.9365 -0.0018
C 0.8416 -2.4400 2.5448 0.0022
C 1.9581 -2.9782 3.4013 -0.0003
C 3.1610 -1.9864 3.4563 0.0000
C 2.4316 -4.4088 2.8365 -0.0002
C -2.6192 -1.6630 1.5601 0.0116
C -3.3112 -2.7600 0.7163 0.0027
C -3.3742 -1.3462 2.8242 -0.0003
N 3.0407 -0.8222 0.2984 0.0087
N 2.6823 0.2961 0.8847 -0.0103
C 3.7906 1.0391 1.1179 0.0029
C 4.9113 0.2794 0.7474 0.0013
C 4.4302 -0.8371 0.1787 0.0002
C 5.1329 -1.9693 -0.4096 -0.0001
C 4.9762 -1.9753 -1.9367 0.0001
C 6.5598 -1.9239 -0.0090 0.0000
C 3.6593 2.3731 1.7814 0.0008
C 3.3311 2.1442 3.3070 0.0010
C 2.6029 3.2343 1.0805 -0.0054
H 2.3282 -1.2932 -5.0295 0.0000
H 1.3543 -0.4286 -6.1672 0.0000
H 1.2584 -2.2667 -6.0395 -0.0001
H 0.4058 0.0901 -4.1243 -0.0003
H -1.4082 -2.2637 -5.1383 0.0000
H -1.9766 -0.8473 -4.2405 0.0001
H -1.2838 -0.7193 -5.8349 0.0000
H 0.1138 -3.8161 -3.7634 0.0000
H 1.3859 -4.4460 -0.0623 -0.0001
H 2.0555 -5.8681 -2.6733 0.0000
H 3.0818 -5.1311 -1.4488 0.0000
H 2.0419 -6.5546 -1.0060 0.0000
H -0.5899 -5.5068 -2.1838 0.0000
H -0.2007 -6.4582 -0.7620 0.0000
H -1.0150 -4.9757 -0.5286 0.0000
H 2.8016 -3.0859 0.5246 -0.0002
H -0.8403 -2.6958 3.8385 -0.0001
H 1.5540 -3.1934 4.4371 0.0000
H 3.6487 -2.0310 2.4795 0.0000
H 2.8686 -0.9462 3.6783 0.0001
H 3.7657 -2.2939 4.3163 0.0000
H 2.6328 -4.3766 1.7803 0.0001
H 3.3268 -4.8289 3.3490 0.0000
H 1.6214 -5.1169 2.9971 0.0000
H -2.7234 -0.7795 0.9155 0.0013
H -3.3266 -3.7699 1.1522 -0.0002
H -4.3896 -2.4536 0.6092 0.0001
H -2.8596 -2.8898 -0.2687 -0.0006
H -3.7401 -2.2142 3.3805 0.0002
H -2.7945 -0.7525 3.4911 -0.0004
H -4.2421 -0.6414 2.6359 -0.0010
H 5.9038 0.5179 0.8105 0.0001
H 4.6718 -2.9275 -0.1012 0.0000
H 5.3676 -1.0018 -2.2644 0.0000
H 5.4958 -2.7654 -2.3656 0.0000
H 3.9160 -2.0506 -2.2085 -0.0002
H 7.1269 -1.0589 -0.2567 0.0000
H 6.6131 -2.0708 1.0753 0.0000
H 7.1454 -2.7647 -0.4081 0.0000
H 4.6580 2.9413 1.6544 0.0003
H 3.3225 3.0642 3.8378 0.0000
H 4.1710 1.4843 3.7394 -0.0001
H 2.3537 1.6317 3.3835 -0.0006
H 1.6110 2.8563 1.3499 0.0119
H 2.5931 4.2107 1.5033 0.0001
H 2.6613 3.3675 0.0044 -0.0009
O 0.9319 1.2492 -1.0136 0.0057
H 1.6034 1.3249 -0.3035 0.0011
H 1.0513 0.3081 -1.4322 0.0055
O -1.9618 -0.2862 -1.7047 0.0069
H -2.9197 -0.0842 -1.4332 -0.0026
H -1.8089 -1.1674 -1.4311 -0.0011
```

Properties
Kohn-Sham gap (spin up / spin down), eV: 6.632 / 7.020
Total charge: -1
Energy above the lowest of the compared OMol25 structures with the same formula, charge and spin, kcal/mol: 49.1
HOMO (spin up / spin down), eV: -4.2 / -4.6
Spin multiplicity: 8



(2)
Computed, not measured: a 5-piece molecular cluster, C29H74N5O13 overall, with wB97M-V/def2-TZVPD.

```
121
Properties=species:S:1:pos:R:3:mulliken_charge:R:1
N 4.7245 1.4798 1.0544 -0.5946
C 5.5842 2.6039 1.4122 -1.2200
C 4.8819 3.5652 2.3861 0.4831
O 5.7998 4.3242 3.1568 -0.5638
C 3.9667 2.9046 3.4219 -0.9869
N 2.5395 3.3893 3.3204 0.0109
C 1.4709 2.3431 3.3867 -1.4275
C 1.1462 1.6373 2.0307 1.3118
N 1.9740 2.0034 0.9028 -0.3210
N -0.2609 1.9431 1.7866 -0.3355
N 1.3669 0.2210 2.2561 -0.6641
H 5.0982 0.9961 0.2450 0.2733
H 4.7017 0.7788 1.7874 0.2315
H 5.7630 3.1622 0.4920 0.4544
H 6.5645 2.3360 1.8216 0.4622
H 4.2809 4.2609 1.7798 0.1666
H 6.5087 4.6639 2.5951 0.3498
H 3.9158 1.8230 3.3628 0.3980
H 4.3397 3.1916 4.4021 0.5351
H 2.4378 3.9221 2.4523 0.4112
H 2.3578 4.0369 4.0868 0.4412
H 1.7929 1.6147 4.1277 0.5008
H 0.5810 2.8357 3.7731 -0.0688
H 1.6616 2.8249 0.4061 0.3146
H 2.9818 1.9441 1.0283 0.0591
H -0.4013 2.9466 1.6855 0.2158
H -0.5536 1.5300 0.9052 0.1712
H 1.0677 -0.2903 1.4319 0.1218
H 0.7951 -0.0967 3.0330 0.2928
C 0.9638 -5.9369 -4.3466 -0.8443
O 1.2230 -4.6101 -3.9406 -0.3509
C 0.0636 -3.8023 -3.9225 -0.5880
C 0.2518 -2.6127 -3.0093 -0.4088
O 0.1882 -2.9278 -1.6246 -0.4140
C 1.3489 -3.4842 -1.0298 -0.5771
C 2.3645 -2.4474 -0.6087 0.2299
O 3.0707 -1.9207 -1.7168 -0.3516
C 3.4582 -0.5831 -1.5296 -0.6716
H 0.6367 -5.9858 -5.3912 0.3391
H 1.8923 -6.4952 -4.2403 0.3162
H 0.1942 -6.4013 -3.7203 0.3730
H -0.8039 -4.3837 -3.5873 0.3496
H -0.1489 -3.4296 -4.9347 0.4106
H -0.5874 -1.9357 -3.1830 0.3671
H 1.1782 -2.0896 -3.2566 0.2139
H 1.8102 -4.2380 -1.6697 0.2492
H 0.9953 -3.9734 -0.1188 0.4438
H 3.0737 -2.9080 0.0934 0.4287
H 1.8433 -1.6394 -0.0806 -0.3652
H 2.5922 0.0657 -1.3522 0.2609
H 3.9715 -0.2566 -2.4323 0.4006
H 4.1392 -0.4799 -0.6735 0.1441
C -3.4195 1.9620 0.8181 -0.7704
O -3.1131 3.1971 0.2144 -0.1474
C -3.2274 3.1770 -1.1994 -0.6057
C -3.4101 4.5748 -1.7472 -0.4402
O -4.6998 5.1130 -1.5313 -0.4308
C -4.9694 5.6870 -0.2613 -0.2953
C -4.4553 7.0990 -0.1014 -0.5964
O -3.0470 7.1207 0.0738 -0.1960
C -2.4629 8.3341 -0.3435 -0.8007
H -2.6597 1.2053 0.5881 0.2793
H -3.4356 2.1245 1.8945 0.1545
H -4.3922 1.5726 0.5017 0.3919
H -4.0776 2.5542 -1.4998 0.3739
H -2.3167 2.7461 -1.6419 0.3584
H -3.3050 4.5075 -2.8324 0.3770
H -2.6297 5.2375 -1.3654 0.2311
H -4.6045 5.0539 0.5499 0.1414
H -6.0583 5.7331 -0.1984 0.3654
H -4.9423 7.5477 0.7748 0.3761
H -4.7356 7.6857 -0.9837 0.3564
H -2.7003 8.5508 -1.3907 0.3311
H -1.3839 8.2305 -0.2399 0.2125
H -2.7960 9.1781 0.2708 0.3257
C 2.4461 -8.8110 -8.4162 -0.7397
O 1.3669 -9.5623 -7.9130 -0.3140
C 1.1535 -9.3740 -6.5287 -0.2077
C -0.2818 -9.6535 -6.1463 -0.4869
O -1.1848 -8.6247 -6.5200 -0.3669
C -1.6489 -8.6220 -7.8621 -0.4244
C -2.7869 -9.5827 -8.1219 -0.5897
O -2.3233 -10.9176 -8.1750 -0.2942
C -3.3123 -11.8651 -7.8450 -0.7548
H 3.4018 -9.1374 -7.9892 0.3241
H 2.4734 -8.9620 -9.4934 0.2509
H 2.3178 -7.7421 -8.2081 0.2898
H 1.4005 -8.3426 -6.2443 0.0421
H 1.8064 -10.0509 -5.9591 0.4040
H -0.3220 -9.6812 -5.0545 0.4236
H -0.5974 -10.6261 -6.5281 0.2245
H -0.8336 -8.8002 -8.5661 0.2511
H -2.0352 -7.6134 -8.0261 0.3726
H -3.2541 -9.3134 -9.0797 0.3913
H -3.5408 -9.4708 -7.3330 0.3464
H -3.7327 -11.6711 -6.8514 0.3230
H -2.8370 -12.8439 -7.8450 0.2374
H -4.1300 -11.8696 -8.5750 0.3192
C 1.2917 5.4427 10.1030 -0.7691
O 0.3578 4.7902 9.2712 -0.2501
C -0.9748 4.9228 9.7368 -0.5960
C -1.9680 4.6967 8.6212 -0.3457
O -2.0572 5.7746 7.6994 -0.4146
C -1.0724 5.8519 6.6908 -0.6324
C -1.3574 4.9731 5.4921 -0.3466
O -1.1130 3.6062 5.7811 -0.2257
C -1.8559 2.7280 4.9566 -0.9656
H 1.3394 4.9832 11.0963 0.3137
H 2.2686 5.3549 9.6307 0.2294
H 1.0459 6.5036 10.2212 0.3273
H -1.1293 5.9215 10.1618 0.3620
H -1.1682 4.1834 10.5259 0.3973
H -2.9573 4.6334 9.0777 0.3647
H -1.7623 3.7527 8.1129 0.1875
H -0.0747 5.6471 7.0873 0.2906
H -1.0994 6.8860 6.3387 0.3785
H -0.7092 5.3022 4.6615 0.3018
H -2.3969 5.1142 5.1771 0.3754
H -2.9247 2.9595 4.9713 0.4099
H -1.7056 1.7175 5.3338 0.3362
H -1.4872 2.7797 3.9278 0.2798
```

Properties
Kohn-Sham gap, eV: 7.497
Total charge: +1
HOMO, eV: -10.2
Spin multiplicity: 1



(3)
Computed, not measured: a 2-piece molecular cluster, C11H15N3O6 overall in a non-equilibrium geometry, with wB97M-V/def2-TZVPD.

```
35
Properties=species:S:1:pos:R:3:nbo_charge:R:1
O 1.4228 -3.3859 1.8322 -0.5417
C 0.5870 -2.5474 2.1124 0.6167
C 0.7950 -1.6501 3.2339 -0.2116
C -0.1392 -0.6869 3.5798 -0.0587
C 0.1055 0.2312 4.7032 0.7446
O -0.5317 1.2689 4.7492 -0.5806
O 1.0211 -0.1151 5.6345 -0.6633
C -1.4325 -0.5850 2.7870 -0.5351
C -1.5194 -1.5751 1.6305 0.6862
O -2.4666 -1.5253 0.8680 -0.5874
N -0.5770 -2.5353 1.4011 -0.6139
H 1.7261 -1.7607 3.7798 0.2527
H 1.0131 0.6074 6.2814 0.5049
H -1.5346 0.4237 2.3786 0.2678
H -2.2803 -0.7633 3.4531 0.2666
H -0.5388 -2.9336 0.4702 0.4521
C 1.1770 -1.5612 -3.9173 -0.4192
N 0.3466 -0.6112 -3.1766 -0.6114
C 0.2249 -0.5549 -1.8457 0.6557
O 0.8264 -1.3067 -1.0848 -0.6669
C -0.6720 0.5422 -1.2638 -0.2935
N -0.1675 1.8987 -1.5112 -0.6013
C -0.2442 2.5253 -2.6850 0.6810
C 0.3307 3.9209 -2.7494 -0.7072
O -0.7397 2.0164 -3.6824 -0.6595
H 2.0112 -1.0347 -4.3830 0.1978
H 0.5818 -2.0438 -4.6936 0.2019
H 1.5752 -2.3294 -3.2505 0.2346
H -0.1496 0.1006 -3.7042 0.4309
H -1.6663 0.4399 -1.7011 0.2319
H -0.7557 0.3860 -0.1905 0.2225
H 0.2739 2.3836 -0.7472 0.4011
H 0.1890 4.3151 -3.7551 0.2464
H -0.1855 4.5594 -2.0353 0.2272
H 1.3937 3.8862 -2.5181 0.2286
```

Properties
Kohn-Sham gap, eV: 8.834
Energy above the lowest of the compared OMol25 structures with the same formula, charge and spin, kcal/mol: 0.0
HOMO, eV: -9.6
Spin multiplicity: 1



(4)
Computed, not measured: C24H16Co2O7 as an isolated structure in a non-equilibrium geometry, with wB97M-V/def2-TZVPD.

```
49
Properties=species:S:1:pos:R:3:nbo_charge:R:1
C -1.4300 -3.0332 1.7410 -0.7327
C -0.4788 -2.3938 0.8002 0.7146
C 0.1088 -1.1037 1.1837 -0.7032
C 1.3251 -1.2373 2.0925 0.1336
C 2.4616 -1.9437 1.6950 -0.2679
C 3.6393 -1.8466 2.4450 -0.2167
C 3.6530 -1.1080 3.6276 -0.2735
C 2.4807 -0.5031 4.0903 -0.2260
C 1.3159 -0.5703 3.3265 -0.2694
O -0.2415 -2.9951 -0.3008 -0.5529
H -2.2915 -2.3527 1.9302 0.2595
H -1.7883 -3.9931 1.3253 0.2181
H -0.9200 -3.1866 2.7119 0.2287
H -0.6518 -0.5398 1.7451 0.2205
H 2.4376 -2.5105 0.7596 0.2486
H 4.5419 -2.3428 2.0834 0.1926
H 4.5750 -1.0162 4.1951 0.1825
H 2.4712 0.0500 5.0319 0.1885
H 0.3895 -0.0840 3.6577 0.2065
O 0.9640 2.4124 1.5910 -0.6177
C 0.6912 1.5427 0.8762 0.5127
Co 0.4957 0.1658 -0.1693 -0.0185
C 2.0730 0.5055 -0.8165 0.4564
O 3.1174 0.8776 -1.1569 -0.6184
C 0.9020 -2.0758 -1.2141 0.6772
O 1.9756 -2.5978 -1.3090 -0.6842
C -1.0429 0.7574 -1.4176 -0.2541
C -0.8739 2.1178 -1.9094 -0.0518
C -1.1191 3.2102 -1.0534 -0.1959
C -0.8323 4.5008 -1.4918 -0.2200
C -0.3047 4.6916 -2.7764 -0.2763
C -0.0817 3.6067 -3.6346 -0.2343
C -0.3800 2.3147 -3.2100 -0.1688
C -0.8992 -0.5811 -1.6410 -0.1508
C -0.0833 -1.5768 -2.2513 -0.5866
Co -2.4811 -0.2935 -0.8655 -0.1284
C -2.7652 0.5274 0.6706 0.4874
O -2.9711 1.0781 1.6706 -0.6108
C -2.9635 -1.9673 -1.0538 0.5043
O -3.3509 -3.0528 -1.2037 -0.6154
C -3.9425 0.2573 -1.6084 0.4581
O -4.9632 0.6238 -2.0037 -0.6083
H -1.5081 3.0047 -0.0524 0.2232
H -1.0199 5.3282 -0.8084 0.1937
H -0.0673 5.7035 -3.1102 0.1840
H 0.3298 3.7685 -4.6301 0.1879
H -0.2163 1.4498 -3.8590 0.1993
H -0.7328 -2.4071 -2.5703 0.1904
H 0.4525 -1.1821 -3.1326 0.2144
```

Properties
Kohn-Sham gap, eV: 5.131
Total charge: -2
Energy above the lowest of the compared OMol25 structures with the same formula, charge and spin, kcal/mol: 41.4
HOMO, eV: 0.0
Spin multiplicity: 1



no.,energy (eV)
1,-103392.867
2,-65328.265
3,-28407.439
4,-114728.569